Entry 1:
C45H47N5O3P2SZn as an isolated structure in a non-equilibrium geometry. Source: OMol25; level of theory: ωB97M-V/def2-TZVPD.

Computed properties:
Gap between HOMO and LUMO ... 7.940 eV
HOMO ... -13.12 eV
Charge ... +2

Geometry (Å):
Zn 0.69135 -0.44109 -1.43850
N -0.12035 -4.97270 -1.33278
C 0.00498 -3.75847 -1.86978
N 0.79318 -2.83632 -1.42392
C 1.51708 -3.06558 -0.25054
N 2.36602 -2.17272 0.16663
N 2.41087 -1.12512 -0.70072
C 3.48243 -0.83513 -1.32123
C 3.34946 -0.23936 -2.65200
C 4.41777 0.28066 -3.36743
C 4.25645 0.52357 -4.72355
C 3.05019 0.19802 -5.32080
C 2.02024 -0.28640 -4.52382
N 2.15542 -0.48436 -3.22288
C 1.39877 -4.35331 0.41188
C 2.11934 -4.69365 1.55869
C 2.01538 -5.95932 2.09101
C 1.20443 -6.91620 1.48126
C 0.49149 -6.60460 0.34417
C 0.58147 -5.32146 -0.18417
H -0.72965 -5.66026 -1.74826
H -0.57677 -3.55329 -2.76059
H 4.44626 -1.23691 -1.01499
H 5.36441 0.46224 -2.87728
H 5.06660 0.94205 -5.30405
H 2.90348 0.31567 -6.38459
H 1.05959 -0.54950 -4.94867
H 2.77358 -3.95409 1.99832
H 2.58077 -6.22711 2.97252
H 1.13869 -7.91125 1.89870
H -0.12025 -7.35330 -0.14359
O -0.20516 0.91950 -0.07507
P 0.09412 1.35414 1.33869
C 0.14078 -0.06766 2.48544
P -1.22356 -1.20166 1.97227
O -1.05507 -1.67876 0.57020
C -2.78143 -0.33346 2.19829
C -3.17333 0.12440 3.45373
C -4.42201 0.69978 3.60970
C -5.27873 0.80441 2.52062
C -4.89111 0.34163 1.27131
C -3.63951 -0.23221 1.10892
C -1.23215 -2.52224 3.20389
C -2.13084 -3.56191 2.97068
C -2.25681 -4.59044 3.88798
C -1.49024 -4.57833 5.04680
C -0.59611 -3.54605 5.28197
C -0.46562 -2.51530 4.36340
C 1.66724 2.23957 1.39040
C 1.70270 3.44323 0.68453
C 2.86783 4.18769 0.64166
C 4.00526 3.72978 1.29659
C 3.97137 2.53786 2.00361
C 2.80113 1.79361 2.05828
C -1.15055 2.48130 1.97291
C -0.94623 3.03440 3.23604
C -1.87513 3.91837 3.75553
C -3.00131 4.24830 3.01268
C -3.19701 3.70691 1.75006
C -2.26741 2.82493 1.22218
H 0.00212 0.27594 3.51041
H 1.08217 -0.61373 2.37868
H -2.51104 0.01205 4.30487
H -4.73668 1.05385 4.58196
H -6.25986 1.24026 2.65275
H -5.56978 0.41970 0.43234
H -3.31241 -0.61448 0.14975
H -2.73312 -3.54452 2.06880
H -2.95675 -5.39498 3.70641
H -1.59149 -5.37761 5.76892
H -0.00086 -3.53680 6.18534
H 0.23474 -1.71341 4.55916
H 0.80206 3.78642 0.18901
H 2.88890 5.12817 0.10731
H 4.91590 4.31228 1.26962
H 4.85286 2.18782 2.52327
H 2.77505 0.87557 2.63196
H -0.05315 2.78016 3.79670
H -1.71891 4.35799 4.73098
H -3.72386 4.94421 3.41647
H -4.07150 3.98039 1.17545
H -2.39494 2.39280 0.23806
C 1.77528 3.43343 -4.95592
C 0.48798 4.10171 -4.49010
C 0.36825 4.11519 -2.97134
S -0.28186 2.63206 -2.11775
O 0.68219 1.49784 -2.43917
C -1.78486 2.32986 -3.15096
C -1.60690 1.21706 -4.17871
C -1.83593 -0.17417 -3.59253
H 1.84068 3.45744 -6.04319
H 1.79697 2.40007 -4.62393
H 2.64816 3.94382 -4.54713
H -0.36777 3.59843 -4.94236
H 0.46923 5.13299 -4.84641
H -0.31351 4.89799 -2.62930
H 1.34455 4.28496 -2.51217
H -2.05302 3.27646 -3.61635
H -2.56651 2.06950 -2.43619
H -0.60383 1.27514 -4.60364
H -2.31832 1.37089 -4.99186
H -1.13938 -0.37831 -2.77299
H -1.69525 -0.93949 -4.35568
H -2.84940 -0.26745 -3.20289

Forces on the atoms, in the same order (eV/Å):
Zn -0.2864 0.6287 -0.0525
N -0.0684 0.1193 -0.1225
C -0.1179 -0.2808 -0.0754
N -0.2446 0.6611 0.3965
C 0.2871 0.3421 -0.2384
N 0.1732 -0.6102 0.7812
N 0.0533 0.4378 -0.4858
C 0.1807 -0.2932 0.4908
C 0.0084 0.1917 -0.5396
C -0.0359 -0.0507 0.1662
C -0.1263 -0.0070 -0.0235
C 0.0716 -0.0144 0.0372
C 0.0299 0.0646 -0.0547
N 0.0730 -0.0491 0.0671
C -0.2318 -0.2628 -0.0436
C 0.0055 0.0618 -0.0059
C 0.0697 -0.0082 0.0864
C -0.0389 0.0402 -0.0064
C -0.0754 -0.0665 -0.0408
C 0.3119 0.1206 0.3814
H -0.0222 0.0847 -0.1157
H -0.0952 -0.0755 0.0286
H -0.0539 -0.1019 0.0497
H 0.0105 0.0121 0.0270
H 0.0271 -0.0457 -0.0284
H -0.0200 0.0125 -0.0146
H -0.0340 0.0884 -0.0409
H -0.0107 0.0153 0.0255
H 0.0054 0.0378 0.0174
H 0.0041 -0.0179 -0.0153
H -0.0455 0.0143 0.0047
O -0.0794 -0.8062 -0.0888
P 0.3579 0.0742 0.3689
C -0.3802 0.1889 -0.6025
P 0.1318 -0.2349 0.3446
O 0.2641 -0.2042 -0.3246
C 0.1066 -0.1675 0.0183
C -0.0244 0.0095 -0.0866
C 0.0313 0.0509 0.0734
C -0.0219 0.0111 -0.0454
C -0.0350 0.0321 0.0505
C 0.0857 -0.0159 -0.0228
C 0.0005 0.2447 -0.1420
C -0.0181 0.0007 -0.0755
C -0.0075 0.0053 -0.0442
C 0.0169 -0.0529 -0.0023
C 0.0580 -0.0032 0.0902
C 0.0290 0.0277 -0.0732
C -0.2391 -0.1330 0.1417
C 0.0173 -0.0443 0.0537
C -0.0413 -0.0124 -0.0797
C -0.0028 -0.0171 0.0349
C 0.0531 -0.0198 0.0162
C -0.0978 -0.0932 0.0114
C 0.2743 -0.0091 -0.0789
C -0.0222 -0.0382 -0.0791
C 0.0289 -0.0063 0.0496
C -0.0040 0.0257 -0.0232
C -0.0159 0.0439 -0.0166
C 0.0962 -0.0617 -0.0155
H 0.0619 0.0317 0.0306
H -0.0377 -0.0322 0.0111
H -0.0375 0.0182 0.0531
H -0.0060 0.0095 0.0099
H -0.0158 0.0137 -0.0010
H -0.0047 -0.0163 -0.0124
H -0.0247 -0.0014 -0.0117
H -0.0201 -0.0839 0.0276
H -0.0053 -0.0002 0.0109
H -0.0073 0.0054 0.0042
H -0.0083 -0.0180 0.0047
H 0.0165 -0.0186 0.0340
H 0.0284 0.1268 0.0185
H 0.0187 0.0144 0.0029
H 0.0113 0.0161 -0.0082
H 0.0127 0.0205 0.0128
H 0.0464 -0.0200 -0.0142
H -0.0098 0.0677 0.0751
H -0.0069 -0.0032 0.0153
H -0.0223 0.0027 0.0116
H -0.0215 -0.0135 -0.0066
H -0.0687 -0.0088 0.0064
C -0.1587 0.0278 -0.0694
C 0.2241 -0.1484 -0.0179
C -0.2382 -0.2848 0.0047
S -0.2532 0.7312 -0.6725
O -0.0296 -0.3151 -0.2331
C 0.1302 -0.0743 0.2383
C 0.1612 -0.1268 0.1315
C -0.0096 0.1392 -0.2182
H 0.0726 -0.0214 -0.0143
H 0.0732 -0.0646 0.0276
H 0.0327 0.0018 -0.0157
H -0.0511 0.1084 -0.0262
H -0.0786 0.0205 0.0691
H -0.0046 0.0031 0.0921
H -0.0401 0.0196 0.1242
H 0.0204 0.0599 0.0712
H -0.0434 0.0297 0.0152
H -0.0178 0.0160 -0.0830
H 0.0203 0.0785 0.0132
H -0.0978 -0.0503 0.0679
H 0.0054 -0.0477 0.0263
H 0.0167 -0.0569 0.0859


Entry 2:
C24H41MnN12O2S2Si as an isolated structure. Source: OMol25; level of theory: ωB97M-V/def2-TZVPD.

Computed properties:
Expectation value of S² ... 0.78
Spin multiplicity ... 2
Gap between HOMO and LUMO (spin up / spin down) ... 8.077 / 7.737 eV
HOMO (spin up / spin down) ... -9.76 / -9.43 eV
Charge ... +1

Geometry (Å):
Mn 1.42193 -0.14839 0.50801
C 0.27964 -3.86160 -2.18582
N 0.95729 -4.16816 -0.93542
C 1.87399 -5.30176 -1.03527
C 1.32686 -3.07776 -0.17174
N 1.24943 -1.86172 -0.54026
N 1.73435 -3.42978 1.11401
C 2.26052 -2.58872 2.07545
N 2.56299 -3.24670 3.24027
N 2.39810 -1.33285 1.88465
H -0.14634 -4.78282 -2.57831
H 0.95757 -3.44237 -2.94005
H -0.52743 -3.15323 -2.00248
H 1.32830 -6.15901 -1.42415
H 2.28117 -5.57370 -0.06564
H 2.70981 -5.08432 -1.70994
H 0.99597 -1.71599 -1.51427
H 1.37618 -4.30967 1.44724
H 2.89566 -4.19489 3.18023
H 2.98291 -2.69865 3.97195
H 2.81548 -0.84656 2.67087
C 1.27579 2.29861 5.70627
Si -0.50570 2.03552 5.21134
C -1.24793 3.62990 4.57175
C -1.44339 1.45603 6.72576
C -0.74007 0.71839 3.86943
C -1.81239 -0.16535 3.95319
C -2.04901 -1.12511 2.97354
C -1.19314 -1.17815 1.89504
N -0.16721 -0.33469 1.77585
C 0.06395 0.59024 2.72530
S 1.45845 1.56625 2.30317
H 1.29973 2.94475 6.58786
H 1.85957 2.76680 4.91646
H 1.76205 1.35742 5.97194
H -1.17563 4.42465 5.31726
H -2.30199 3.49770 4.31933
H -0.72374 3.96398 3.67335
H -1.31564 2.18477 7.52941
H -1.06378 0.49762 7.08661
H -2.51622 1.35283 6.55388
H -2.47875 -0.11853 4.80651
H -2.88166 -1.81027 3.04585
H -1.32661 -1.87997 1.08246
S 5.69865 1.11941 -0.59462
C 5.19340 -0.06435 -1.71953
C 3.91782 -0.43710 -1.45472
N 3.34071 0.19945 -0.38258
C 4.17432 1.04616 0.15682
H 5.84060 -0.41703 -2.50433
H 3.33707 -1.15017 -2.01618
H 3.92507 1.64848 1.01771
N -1.77569 -0.77985 -1.24326
C -2.37111 -0.59598 -2.21616
N -3.06279 -0.39600 -3.33887
C -3.73827 0.90323 -3.46516
C -4.70109 0.83426 -4.63432
O -4.02267 0.45906 -5.81748
C -3.47090 -0.83790 -5.68770
C -2.43460 -0.87292 -4.58181
H -3.00365 1.69970 -3.64267
H -4.26819 1.11327 -2.53704
H -5.14480 1.81146 -4.81578
H -5.50047 0.11636 -4.41439
H -3.01077 -1.08625 -6.64220
H -4.26597 -1.56322 -5.47618
H -1.57914 -0.24116 -4.84698
H -2.07476 -1.88872 -4.42234
C -0.38656 4.33162 -2.57543
N 0.16832 3.02877 -2.28880
C 0.37947 1.99344 -3.26845
C 0.76651 0.81594 -2.38326
O 1.03795 -0.28062 -2.83845
N 0.74082 1.20584 -1.06667
C 0.33876 2.49123 -1.06605
N 0.10906 3.17575 0.04009
H -0.14173 4.59581 -3.60167
H 0.05967 5.09141 -1.93334
H -1.47330 4.35441 -2.45765
H 1.18309 2.23038 -3.96801
H -0.52491 1.76244 -3.83783
H 0.39452 2.74837 0.93100
H -0.16553 4.14028 0.00340

Forces on the atoms, in the same order (eV/Å):
Mn 0.6148 0.4857 0.1965
C -0.0040 0.0126 -0.0102
N -0.0075 0.0082 0.0023
C 0.0003 -0.0009 0.0055
C -0.0597 -0.0446 -0.0232
N -0.1549 0.0492 -0.0255
N 0.0094 -0.0097 -0.0054
C 0.0507 0.0091 -0.0096
N -0.0151 -0.0029 0.0077
N -0.1490 -0.0764 0.0268
H 0.0027 -0.0032 0.0032
H 0.0014 -0.0012 0.0007
H 0.0042 0.0041 -0.0028
H -0.0020 -0.0043 0.0098
H 0.0104 0.0071 -0.0028
H -0.0072 -0.0024 -0.0087
H 0.0369 -0.0131 -0.0312
H 0.0001 0.0001 0.0023
H 0.0120 0.0021 -0.0033
H 0.0090 -0.0015 -0.0017
H 0.0216 -0.0024 -0.0102
C 0.0032 -0.0429 0.0129
Si -0.0143 0.0328 -0.0183
C 0.0277 0.0118 -0.0277
C -0.0303 0.0176 -0.0151
C 0.0050 -0.0203 0.0263
C 0.0516 -0.0762 0.0408
C 0.0058 0.0081 0.0053
C -0.0306 0.0106 -0.0364
N -0.0834 0.0811 -0.1405
C -0.0386 0.0396 -0.0355
S 0.0577 -0.0823 0.1081
H 0.0091 -0.0062 0.0000
H -0.0022 0.0084 -0.0061
H -0.0041 -0.0050 0.0021
H 0.0012 0.0005 -0.0006
H -0.0021 -0.0011 0.0061
H 0.0090 -0.0026 0.0054
H 0.0067 -0.0042 0.0013
H -0.0034 -0.0024 0.0019
H -0.0023 0.0085 -0.0037
H 0.0014 0.0015 -0.0020
H 0.0011 -0.0006 -0.0029
H -0.0076 0.0039 -0.0088
S -0.0078 0.0011 0.0001
C -0.0066 -0.0024 0.0050
C -0.0190 0.0044 -0.0277
N -0.1032 -0.0348 0.0720
C 0.0225 0.0082 -0.0111
H 0.0000 0.0026 -0.0005
H -0.0004 -0.0020 0.0032
H -0.0007 -0.0037 -0.0005
N -0.0789 -0.1004 -0.0269
C 0.0271 0.0346 -0.0309
N 0.0176 -0.0045 0.0090
C -0.0001 0.0042 -0.0033
C -0.0015 -0.0011 -0.0022
O 0.0006 -0.0028 0.0021
C -0.0030 0.0058 -0.0030
C 0.0102 -0.0040 0.0037
H -0.0022 -0.0037 0.0013
H -0.0047 -0.0034 -0.0014
H 0.0011 0.0000 0.0006
H -0.0004 0.0001 0.0006
H 0.0009 0.0002 0.0009
H 0.0012 -0.0021 0.0000
H -0.0004 0.0110 -0.0007
H -0.0090 -0.0030 0.0011
C 0.0062 0.0051 0.0001
N -0.0033 -0.0221 0.0107
C -0.0007 0.0113 -0.0031
C -0.0392 0.0449 -0.0397
O 0.0233 -0.0115 0.0503
N -0.0289 -0.4133 -0.1218
C -0.1191 0.0859 0.1257
N -0.0580 -0.0212 -0.1033
H -0.0050 -0.0044 -0.0030
H 0.0052 -0.0010 -0.0022
H 0.0023 -0.0007 0.0092
H 0.0008 -0.0003 0.0015
H -0.0040 -0.0111 0.0084
H 0.0425 0.0279 0.0421
H 0.0001 0.0097 0.0007


Computed relative energy (zero: lowest compared OMol25 entry of this formula, charge and spin) (kcal/mol) in order:
27.7; 0.0